# 1
# C14H14N4O4

C14H14N4O4 in the gas phase (wB97M-V/def2-TZVPD, OMol25).

```
36
Properties=species:S:1:pos:R:3:forces:R:3:lowdin_charge:R:1
N -0.4829 -2.8140 -0.8408 0.01 -0.11 0.01 0.1274
C -0.6325 -1.5757 -0.1127 -0.21 -0.12 -0.03 -0.3506
C -1.6588 -1.7411 1.0222 0.04 0.04 0.06 -0.0693
C -3.0428 -1.1495 0.7215 -0.08 -0.01 0.04 -0.0652
C -2.8250 0.2513 0.3013 0.17 0.19 -0.12 -0.1240
C -1.7449 0.6146 -0.5297 -0.49 0.27 0.31 -0.1420
N -1.6896 1.9054 -0.6704 0.85 -0.57 -0.53 0.1402
O -2.6902 2.4284 0.0325 -0.82 0.36 0.57 0.0598
N -3.4241 1.3637 0.6712 0.73 -0.75 -0.56 -0.1817
O -4.3722 1.6261 1.3713 -0.42 0.38 0.32 0.0564
C -0.8902 -0.4418 -1.1527 0.46 0.20 0.01 -0.3649
O -1.5795 -0.9205 -2.2765 -0.18 0.02 -0.22 0.0413
C 0.5217 0.0886 -1.4648 -0.21 -0.12 0.00 -0.0163
C 1.3381 -0.3166 -0.2741 -0.39 0.10 -0.13 -0.1129
C 2.6712 0.1831 -0.0220 0.42 0.00 0.27 -0.1361
C 3.3772 -0.1446 1.1417 -0.12 -0.12 0.11 -0.0089
C 4.6496 0.3498 1.3516 0.16 0.11 -0.05 -0.0722
C 5.2478 1.1744 0.4135 -0.01 -0.03 0.04 -0.0818
C 4.5607 1.5036 -0.7448 0.07 0.07 -0.07 -0.0799
C 3.2883 1.0174 -0.9641 -0.16 -0.14 0.09 -0.0279
N 0.6877 -1.1673 0.4753 -0.05 0.44 -0.49 -0.1454
O 1.0431 -1.7308 1.5447 0.20 -0.33 0.40 -0.0455
H 0.3355 -2.7875 -1.4423 0.01 -0.04 0.05 0.1131
H -0.3780 -3.5979 -0.2075 -0.01 0.05 -0.01 0.1031
H -1.7648 -2.8024 1.2473 0.06 0.03 0.05 0.1229
H -1.2460 -1.2637 1.9140 -0.05 -0.09 -0.08 0.1319
H -3.6783 -1.1959 1.6057 -0.01 -0.04 -0.05 0.1299
H -3.5229 -1.7075 -0.0863 -0.10 0.03 0.05 0.1338
H -1.5168 -1.8903 -2.2684 0.00 0.02 0.11 0.0901
H 0.8941 -0.3660 -2.3870 -0.03 0.03 0.00 0.1408
H 0.4961 1.1692 -1.6008 0.09 0.01 -0.05 0.1212
H 2.9184 -0.7875 1.8751 -0.03 0.00 -0.03 0.0954
H 5.1781 0.0884 2.2563 0.04 -0.02 0.07 0.1051
H 6.2428 1.5588 0.5813 0.08 0.03 0.01 0.1026
H 5.0210 2.1449 -1.4819 0.03 0.05 -0.06 0.1041
H 2.7714 1.2825 -1.8728 -0.07 0.04 -0.10 0.1058
```
Forces are in eV/Å.

Results
- LUMO level: 0.093 eV
- SMILES: N[C@]12CCc3c(no[n+]3[O-])[C@@]1(O)CC(c1ccccc1)=[N+]2[O-]

---

# 2
# C14H14N4O4S2

C14H14N4O4S2 as an isolated structure (wB97M-V/def2-TZVPD, OMol25).

```
38
Properties=species:S:1:pos:R:3:forces:R:3:lowdin_charge:R:1
O 1.9127 2.8201 1.4056 0.19 0.28 0.22 0.0665
C 1.4474 1.7935 0.9598 -0.63 -0.07 0.14 -0.4971
N 1.9422 1.1419 -0.1121 0.30 -0.29 -0.48 0.0751
H 1.5683 0.2318 -0.3638 -0.02 0.24 0.14 0.0800
C 3.2183 1.4917 -0.6966 0.26 0.23 -0.05 -0.0831
C 4.2335 0.4147 -0.4724 -0.61 -0.55 0.00 -0.2525
C 4.1054 -0.9425 -0.4166 -0.05 0.64 -0.04 -0.0214
C 5.4077 -1.4480 -0.1746 0.48 0.35 0.04 -0.0617
C 6.2238 -0.3637 -0.1049 0.09 -0.88 0.04 -0.1257
O 5.5216 0.7699 -0.2813 -0.08 0.49 -0.08 0.0515
H 7.2785 -0.2654 0.0578 0.13 0.12 0.03 0.1167
H 5.6887 -2.4757 -0.0702 0.14 -0.19 0.04 0.0991
H 3.2036 -1.5096 -0.5321 -0.20 -0.06 -0.02 0.0883
H 3.5579 2.4196 -0.2275 -0.07 -0.11 -0.14 0.1302
H 3.0849 1.6684 -1.7722 0.08 0.07 0.16 0.1310
C 0.1913 1.1388 1.5358 0.26 0.16 0.18 -0.0641
H -0.5555 1.0990 0.7408 0.03 0.10 0.08 0.0966
H -0.1869 1.7820 2.3307 0.03 0.01 -0.12 0.1215
C 0.4661 -0.2855 2.0578 0.45 0.36 -0.06 -0.2011
N -0.4800 -1.2861 1.6193 -0.13 -0.52 -0.96 -0.1259
S -0.5071 -1.6708 0.0133 -0.37 -0.31 0.33 0.6587
O -1.1448 -2.9398 -0.1309 -0.23 0.17 0.10 -0.2545
O 0.8262 -1.5077 -0.5055 -0.04 0.18 0.04 -0.3049
C -1.5636 -0.4732 -0.8109 0.88 -0.55 -0.14 -0.2277
C -1.2596 -0.0009 -2.0559 0.27 -0.38 0.58 -0.0299
C -2.1414 0.8513 -2.7528 -0.62 0.33 -0.03 -0.0431
C -3.3443 1.2288 -2.2199 0.30 0.09 -0.50 0.0054
C -3.6819 0.7606 -0.9386 0.20 -0.56 0.92 -0.3389
N -4.7833 1.0154 -0.2294 -0.63 0.39 -0.11 -0.2304
S -4.6835 0.2665 1.1792 0.77 0.04 -0.87 1.0573
N -3.2422 -0.4231 0.9889 0.07 -0.37 0.49 -0.2417
C -2.7767 -0.0994 -0.2195 -1.16 0.55 0.21 -0.3497
H -4.0319 1.8685 -2.7488 -0.04 0.08 -0.09 0.1200
H -1.8557 1.2001 -3.7328 0.01 0.04 -0.08 0.1122
H -0.3230 -0.2980 -2.5011 0.11 0.00 -0.10 0.1210
H -1.4214 -1.1965 1.9757 -0.23 -0.10 0.05 0.0812
H 1.4399 -0.6336 1.7066 0.02 0.13 0.23 0.1126
H 0.4795 -0.2966 3.1491 0.02 -0.08 -0.12 0.1287
```
Forces are in eV/Å.

Results
- LUMO level: -1.524 eV

---

# 3
# C14H14N5O2SSe2TaTe2

C14H14N5O2SSe2TaTe2 as an isolated structure (wB97M-V/def2-TZVPD, OMol25).

```
41
Properties=species:S:1:pos:R:3:forces:R:3:lowdin_charge:R:1
Ta 0.0509 1.2082 -0.0388 -0.35 -0.16 -0.34 0.8696
O 3.5929 -2.7281 -1.6689 -0.02 0.03 0.00 0.1157
C 4.2268 -1.9310 -0.8095 -0.03 -0.03 0.04 -0.2349
C 5.6025 -2.1199 -0.6675 0.02 0.00 -0.02 0.0204
C 6.3206 -1.3393 0.2057 0.00 0.00 -0.01 -0.0190
C 5.7021 -0.3400 0.9758 -0.01 0.00 0.00 -0.0528
C 4.3566 -0.1415 0.8530 0.01 -0.01 0.00 -0.0110
C 3.5882 -0.9273 -0.0398 0.01 0.02 -0.05 -0.0827
C 2.1906 -0.6880 -0.1549 0.02 0.03 0.04 -0.3614
O 1.6380 0.3035 0.5923 0.11 -0.07 0.01 -0.3369
N 1.3822 -1.3680 -0.9345 -0.05 0.00 -0.01 0.0905
N 0.1165 -0.8829 -0.7310 0.04 0.02 0.03 -0.1333
C -0.9029 -1.6484 -0.7244 -0.01 -0.04 0.03 0.0125
C -2.0442 -1.1256 0.0253 -0.03 0.03 0.05 -0.2470
C -3.1943 -1.8506 0.2334 0.02 -0.04 -0.02 0.0306
C -4.1197 -1.3954 1.1728 -0.02 0.00 0.01 0.0084
C -3.8524 -0.2319 1.8623 0.00 0.01 0.01 -0.0040
C -2.6859 0.4707 1.5771 -0.02 -0.04 0.02 -0.1344
N -1.7949 0.0433 0.6828 -0.03 0.09 0.08 -0.0649
H 2.6395 -2.5379 -1.6848 0.03 0.00 -0.01 0.0809
H 6.0739 -2.8916 -1.2599 0.00 0.00 0.00 0.1349
H 7.3862 -1.5008 0.3018 0.00 0.00 0.00 0.1244
H 6.2863 0.2590 1.6589 0.00 0.00 0.00 0.1159
H 3.8575 0.6171 1.4397 0.00 0.00 0.00 0.1134
H -0.8462 -2.6809 -1.0546 -0.01 0.01 0.00 0.1618
H -3.3479 -2.7788 -0.3005 0.00 0.00 0.00 0.1383
H -5.0189 -1.9634 1.3714 0.00 0.00 0.00 0.1348
H -4.5217 0.1445 2.6232 0.00 -0.01 0.00 0.1325
H -2.4736 1.4060 2.0817 0.00 0.00 -0.01 0.0302
Se -2.0920 4.2732 2.0470 0.01 -0.07 -0.05 0.0022
Te 0.0161 3.1567 1.9968 -0.01 0.11 0.14 0.3651
Te 1.8499 3.6075 -0.0991 0.08 0.00 -0.03 0.4789
Se 1.1538 2.1370 -2.0399 0.08 0.19 0.06 0.1268
N -4.0415 2.5545 -0.1937 -0.03 0.03 -0.05 0.1405
C -3.5027 1.9086 -1.2014 0.01 0.04 0.13 -0.7861
N -4.2402 1.1849 -2.0278 -0.01 -0.04 -0.03 0.1546
S -1.7929 2.0963 -1.5859 0.11 -0.08 -0.02 0.5353
H -5.0428 2.5808 -0.0555 0.00 0.00 0.00 0.1445
H -3.4604 3.1523 0.4048 0.04 -0.03 -0.03 -0.0520
H -5.2499 1.1930 -1.9931 0.00 -0.01 0.00 0.1394
H -3.8064 0.7740 -2.8400 -0.01 0.03 0.00 0.1182
```
Forces are in eV/Å.

Results
- LUMO level: -8.076 eV
- Charge: +2

---

# 4
# C14H14N6O4S

C14H14N6O4S in the gas phase (wB97M-V/def2-TZVPD, OMol25).

```
39
Properties=species:S:1:pos:R:3:forces:R:3:lowdin_charge:R:1
C 3.1407 0.9360 -0.7196 0.26 0.09 0.15 -0.2543
S 1.6740 0.2058 -1.4828 0.24 0.00 0.38 1.1258
C 2.3659 -1.4203 -1.9592 -0.19 0.06 -0.27 -0.2125
C 0.4064 -0.3432 -0.1827 0.35 -1.61 -2.51 -0.3134
C -0.8828 -0.5270 -1.0225 -0.15 -0.23 -0.35 -0.2205
C -1.5861 -1.7471 -1.0179 0.13 0.19 0.08 -0.0094
C -2.9081 -1.8236 -1.4557 0.03 0.38 -0.31 0.0372
C -3.5035 -0.6839 -2.0080 2.06 0.18 0.97 -0.1526
N -4.9192 -0.6263 -2.1522 -3.38 0.22 -0.57 -0.3153
O -5.4228 0.4429 -2.5638 1.01 -1.96 0.69 0.0625
O -5.6015 -1.6233 -1.8293 1.49 1.77 -0.63 0.0682
C -2.7278 0.4665 -2.2401 -0.57 -0.42 -0.17 0.0239
C -1.4167 0.5203 -1.7920 0.29 0.21 0.29 -0.0364
H 2.9450 2.0045 -0.5984 0.04 -0.33 0.05 0.0381
H 3.3990 0.4545 0.2281 -0.16 0.10 -0.17 0.0813
H 3.9494 0.7971 -1.4410 -0.15 -0.04 -0.01 0.0592
H 2.0084 -1.6332 -2.9730 0.09 0.02 0.29 0.0629
H 3.4600 -1.3256 -1.9658 -0.43 -0.10 0.05 0.0613
H 2.0295 -2.2117 -1.2778 0.19 0.32 -0.13 0.0704
H 0.8194 -1.3255 0.0483 -0.28 0.09 0.17 0.0925
H -1.1131 -2.6472 -0.6429 -0.14 0.23 0.33 0.1130
H -3.4855 -2.7373 -1.3416 0.15 0.21 -0.02 0.1283
H -3.1935 1.3075 -2.7435 0.15 -0.10 0.10 0.1241
H -0.7976 1.3954 -2.0346 -0.46 -0.21 0.42 0.1097
O -0.7064 -2.1682 1.6024 0.50 0.63 0.18 -0.0168
N -0.0709 -1.6203 2.5303 0.33 0.38 1.51 -0.3459
C 0.5656 -0.3498 2.3386 -0.49 -2.19 -0.13 -0.1415
C 0.2719 0.4352 1.0800 -0.89 1.49 1.95 -0.2025
N 1.0999 1.6492 1.1675 0.00 1.39 0.59 -0.0540
N 0.9774 2.6904 0.2548 -0.16 0.37 0.68 -0.0059
N 1.3325 3.7835 0.8668 0.02 -1.70 0.04 -0.0313
N 1.6528 3.5491 2.1716 -0.28 -0.77 -0.98 0.0628
C 1.4660 2.2372 2.3632 -0.03 0.29 -0.47 -0.3215
C 1.5421 1.4922 3.5631 0.00 -0.16 0.00 -0.0436
C 1.0714 0.2037 3.5034 0.51 1.26 0.83 -0.0306
O 0.0087 -2.1447 3.6752 -0.24 0.26 -1.89 -0.0153
H -0.7801 0.7808 1.1874 0.16 -0.13 -0.62 0.1767
H 1.9180 1.9935 4.4457 -0.16 -0.24 -0.03 0.1015
H 1.0120 -0.3872 4.4180 0.15 0.06 -0.48 0.1239
```
Forces are in eV/Å.

Results
- LUMO level: -1.412 eV

---

# 5
# C14H14NO5Pd

C14H14NO5Pd as an isolated structure (wB97M-V/def2-TZVPD, OMol25).

```
35
Properties=species:S:1:pos:R:3:forces:R:3:lowdin_charge:R:1
Pd 0.2058 -0.2455 -0.3507 0.35 0.46 -0.53 0.9604
O -2.0222 -1.7330 0.6511 0.12 -0.07 0.04 -0.0878
C -2.2102 -1.0785 1.8818 -0.01 0.01 0.03 -0.2568
C -1.0620 -0.1482 2.2715 -0.07 0.00 -0.10 -0.1553
N -0.6911 0.8218 1.2160 0.12 -0.08 0.34 -0.2758
C 0.4489 1.6436 1.6716 0.01 -0.17 -0.01 -0.1015
C 1.7724 0.8378 1.6902 -0.05 0.15 -0.01 -0.6531
O 2.6547 1.2120 2.4436 0.01 -0.02 0.06 0.0259
O 1.8594 -0.1507 0.8625 -0.29 -0.07 0.11 -0.1316
C -1.8546 1.5946 0.7166 -0.03 -0.25 -0.37 -0.0756
C -2.1148 1.0006 -0.7183 -0.22 0.19 0.46 -0.6870
O -3.0722 0.2170 -0.8583 -0.16 0.24 0.01 -0.0344
O -1.2154 1.3013 -1.5414 0.24 -0.49 -0.02 -0.0596
H -2.5024 -1.2088 -0.0260 -0.03 -0.02 0.02 0.0416
H -2.2833 -1.8354 2.6689 0.00 0.00 0.00 0.1166
H -3.1582 -0.5317 1.8740 0.02 0.01 0.00 0.1103
H -0.1661 -0.7293 2.4940 -0.01 -0.02 -0.01 0.1245
H -1.3526 0.3990 3.1807 0.02 0.00 -0.01 0.1289
H 0.2571 2.0666 2.6626 0.05 0.00 -0.01 0.1242
H 0.5825 2.4583 0.9590 0.01 -0.02 -0.01 0.1293
H -1.5980 2.6509 0.6719 0.01 -0.02 -0.13 0.1163
H -2.7131 1.4539 1.3711 -0.01 0.05 0.00 0.1098
C 1.1261 -1.2321 -1.7655 -0.04 0.07 0.05 -0.1188
C 1.6935 -1.8385 -2.6492 -0.11 0.12 0.14 -0.1501
C 2.3549 -2.5407 -3.7013 0.09 -0.11 -0.07 -0.2691
C 2.1761 -2.1703 -5.0385 -0.02 0.01 0.01 -0.0467
C 2.8193 -2.8548 -6.0563 0.00 0.01 -0.03 -0.1067
C 3.6557 -3.9241 -5.7669 0.01 -0.02 0.00 -0.1208
C 3.8431 -4.3014 -4.4437 0.02 -0.02 -0.01 -0.1069
C 3.2024 -3.6200 -3.4226 -0.03 0.04 0.00 -0.0473
H 1.5234 -1.3370 -5.2623 -0.01 0.00 0.00 0.1117
H 2.6660 -2.5502 -7.0847 0.00 0.00 0.00 0.0932
H 4.1563 -4.4589 -6.5645 0.00 0.00 0.00 0.0886
H 4.4950 -5.1330 -4.2042 0.00 0.00 0.00 0.0930
H 3.3482 -3.9090 -2.3903 0.00 0.00 0.01 0.1108
```
Forces are in eV/Å.

Results
- LUMO level: 2.748 eV
- Charge: -1

---

# 6
# C14H15Br25O2

C14H15Br25O2 as an isolated structure (wB97M-V/def2-TZVPD, OMol25).

```
56
Properties=species:S:1:pos:R:3:forces:R:3:lowdin_charge:R:1
C -0.4041 0.1706 -1.7411 -2.98 -8.35 -4.69 -0.0397
C -0.9035 -0.9376 -2.4767 3.50 6.77 4.48 -0.1243
C -1.3413 -2.2583 -3.4037 2.29 1.24 -0.08 -0.0754
C -0.7579 -3.5697 -2.6109 -4.08 -2.88 5.92 -0.2520
O -1.5028 -4.0088 -1.5582 5.07 2.58 -7.25 -0.0547
O 0.4475 -4.3408 -2.9492 -1.54 3.69 0.75 -0.1253
C 1.6450 -3.4967 -3.0649 1.07 0.45 0.39 -0.6511
C 2.6719 -3.5570 -1.7898 0.64 0.80 -0.09 -0.1634
Br 2.6926 -4.2434 -4.6484 -0.91 0.58 0.77 0.6064
H 0.1177 0.7998 -0.8711 -1.84 -1.99 -2.79 -0.1270
H -2.4967 -2.2856 -3.6225 2.51 -0.18 0.85 0.1416
H -0.7173 -2.1723 -4.4177 -1.56 -0.01 2.14 0.1345
H 1.4431 -2.3710 -3.3111 -0.03 -2.32 0.31 0.1076
H 2.2902 -4.1825 -0.8717 0.60 1.16 -2.04 0.1064
H 3.7371 -3.9312 -2.1780 -2.57 0.60 1.06 0.0523
H 2.8660 -2.4325 -1.4392 -0.73 -2.60 -0.70 0.0077
C -1.9871 -2.6161 1.9309 -0.03 -0.13 -0.09 -1.5555
Br -3.6405 -1.8939 2.6580 0.58 -0.21 -0.15 0.5216
Br -1.3272 -1.5544 0.4404 -0.34 -0.33 0.81 0.6679
Br -0.6329 -2.8516 3.3075 -0.22 0.09 -0.24 0.5466
H -2.2188 -3.6111 1.5368 0.12 0.43 0.14 -0.0190
C 5.1663 -1.6400 0.9115 0.05 0.17 0.16 -1.5594
Br 6.0917 -3.1730 1.6715 -0.26 0.39 -0.26 0.5611
Br 5.3863 -1.5457 -1.0190 0.21 0.11 0.50 0.6078
Br 3.2918 -1.5963 1.4294 0.36 -0.10 -0.30 0.5343
H 5.6349 -0.7435 1.3308 -0.20 -0.41 -0.18 -0.0253
C 2.7887 2.7171 1.4661 0.40 0.07 0.19 -1.5378
Br 1.3785 2.0117 0.3269 0.65 0.63 0.57 0.6703
Br 3.2229 4.5608 1.0231 -0.23 -0.51 0.08 0.5708
Br 2.3679 2.5060 3.3536 -0.05 0.16 -0.58 0.5582
H 3.6862 2.1212 1.2700 -0.45 0.20 0.04 -0.0240
C -2.1052 3.4672 1.3882 0.12 -0.17 -0.02 -1.6027
Br -3.5154 2.7618 0.2489 0.41 0.22 0.33 0.5171
Br -1.6710 5.3109 0.9451 -0.10 -0.44 0.11 0.5480
Br -2.5259 3.2561 3.2757 0.09 0.07 -0.48 0.5579
H -1.2077 2.8714 1.1921 -0.40 0.29 0.13 -0.0930
C 4.9626 -1.5429 5.6297 0.22 -0.03 -0.06 -1.5878
Br 4.3812 -3.3469 5.1920 0.05 0.47 0.16 0.5399
Br 3.9238 -0.1979 4.6832 0.33 -0.33 0.44 0.4978
Br 4.9720 -1.2313 7.5499 -0.05 -0.08 -0.48 0.5632
H 5.9977 -1.4482 5.2854 -0.47 -0.05 0.16 -0.0231
C 3.4070 7.2233 -2.4518 0.00 0.13 -0.21 -1.6019
Br 4.6817 5.7838 -2.7466 -0.34 0.34 0.12 0.5424
Br 1.5705 6.6199 -2.6695 0.48 0.11 0.13 0.5496
Br 3.6839 8.0951 -0.7350 -0.08 -0.28 -0.37 0.5411
H 3.5901 7.9760 -3.2258 -0.08 -0.35 0.37 -0.0249
C -6.1105 2.2249 -3.3338 0.12 0.00 -0.25 -1.5837
Br -7.9754 2.0882 -3.8699 0.47 0.04 0.20 0.5645
Br -5.5699 4.0732 -3.0587 -0.17 -0.50 -0.01 0.5585
Br -5.7204 1.1181 -1.7823 -0.12 0.32 -0.50 0.4878
H -5.5101 1.8362 -4.1629 -0.28 0.18 0.40 -0.0221
C -7.7377 -1.2784 2.4080 -0.16 0.15 0.00 -1.5758
Br -6.6642 -0.7184 0.8855 -0.42 -0.23 0.47 0.5084
Br -8.6406 -2.9689 2.0745 0.29 0.41 0.08 0.5634
Br -6.6958 -1.3259 4.0500 -0.33 0.01 -0.35 0.5355
H -8.5169 -0.5215 2.5456 0.38 -0.35 -0.06 -0.0213
```
Forces are in eV/Å.

Results
- LUMO level: -0.754 eV